Record 1
The following is a DFT calculation (ωB97M-V with the def2-TZVPD basis set) of 2 unconnected molecules or ions with the total composition C3H7NO.

Structure (XYZ):
```
12
Properties=species:S:1:pos:R:3:nbo_charge:R:1
C 2.2080 -0.1879 0.2308 0.59
C -1.5224 0.6225 0.3025 -0.60
C -0.4927 0.0058 -0.5286 -0.24
N 0.3181 -1.0522 0.1575 -0.78
O 2.3873 0.8713 -0.2012 -0.47
H 2.8613 -0.9321 0.7817 0.17
H -2.2469 -0.0632 0.6829 0.20
H -1.0196 0.9930 1.1161 0.20
H -2.0128 1.3136 -0.3001 0.20
H -1.0291 -0.3856 -1.4837 0.17
H 0.2202 0.8219 -0.5642 0.20
H 0.3285 -2.0070 -0.1936 0.36
```

Properties
energy = -248.37340 hartree
E_LUMO (alpha / beta) = 0.9 / 0.9 eV
energy above the lowest of the compared OMol25 structures with the same formula, charge and spin = 4.166 eV
charge = 0
2S+1 = 1
largest force on an atom = 4.20 eV Å⁻¹

Record 2
The following is a DFT calculation (ωB97M-V with the def2-TZVPD basis set) of a single C3H7NO molecule.

Structure (XYZ):
```
12
Properties=species:S:1:pos:R:3:nbo_charge:R:1
C -1.4663 0.7399 -0.8239 -0.42
N -0.5767 -0.2583 -0.2627 -0.64
C 0.7924 -0.0183 0.0933 -0.34
C 1.5339 -1.0664 0.9173 0.45
O 2.4990 -0.8993 1.6561 -0.50
H -1.1344 1.6007 -0.1632 0.17
H -2.5245 0.5590 -0.8884 0.22
H -1.1895 0.7363 -1.9205 0.20
H -1.0330 -0.6617 0.6036 0.35
H 1.5018 0.2436 -0.7568 0.21
H 0.7606 0.8896 0.5829 0.19
H 0.8366 -1.8651 0.9624 0.10
```

Properties
energy = -248.41766 hartree
SMILES = CNCC=O
E_LUMO = 0.8 eV
energy above the lowest of the compared OMol25 structures with the same formula, charge and spin = 2.962 eV
charge = 0
2S+1 = 1
largest force on an atom = 5.56 eV Å⁻¹

Record 3
The following is a DFT calculation (ωB97M-V with the def2-TZVPD basis set) of a single C3H7NO molecule.

Structure (XYZ):
```
12
Properties=species:S:1:pos:R:3:nbo_charge:R:1
O -1.0405 -1.4743 0.2478 -0.73
C -1.3043 -0.1419 -0.0976 -0.07
C 0.0052 0.6070 -0.3956 -0.10
C 1.0202 0.4068 0.6122 -0.27
N 1.0478 -0.2557 -0.8919 -0.71
H -0.3084 -1.7302 -0.3433 0.49
H -1.7766 0.3401 0.7679 0.18
H -2.0031 -0.0711 -0.9449 0.16
H -0.1232 1.6173 -0.7950 0.19
H 0.8237 -0.3033 1.4008 0.23
H 1.7038 1.2398 0.7844 0.21
H 1.9554 -0.2344 -0.3448 0.42
```

Properties
energy = -248.37285 hartree
SMILES = OC[C@H]1CN1
E_LUMO = 1.0 eV
energy above the lowest of the compared OMol25 structures with the same formula, charge and spin = 4.181 eV
charge = 0
2S+1 = 1
largest force on an atom = 1.48 eV Å⁻¹

Record 4
The following is a DFT calculation (ωB97M-V with the def2-TZVPD basis set) of a molecular structure, C3H7NO.

Structure (XYZ):
```
12
Properties=species:S:1:pos:R:3:nbo_charge:R:1
C -1.3148 -0.6705 0.0434 -0.44
C 0.3667 1.2943 0.0047 -0.49
C 1.2010 -0.8395 -0.0327 0.54
H -1.8413 -0.8183 1.2499 0.22
H -1.9755 0.2244 -0.6704 0.22
H -1.4316 -1.6489 -0.5773 0.23
H 1.6376 1.2435 0.5121 0.28
H 0.4684 1.8518 -1.1224 0.22
H -0.5163 1.8085 0.8263 0.21
H 1.0213 -1.9353 -0.1181 0.11
N 0.0768 -0.1048 -0.1578 -0.50
O 2.3075 -0.4052 0.0423 -0.59
```

Properties
energy = -248.36648 hartree
E_LUMO = 0.7 eV
energy above the lowest of the compared OMol25 structures with the same formula, charge and spin = 4.354 eV
charge = 0
2S+1 = 1
largest force on an atom = 4.56 eV Å⁻¹

Record 5
The following is a DFT calculation (ωB97M-V with the def2-TZVPD basis set) of 2 unconnected molecules or ions with the total composition C3H7NO.

Structure (XYZ):
```
12
Properties=species:S:1:pos:R:3:nbo_charge:R:1
C -0.1735 -0.9632 0.7148 -0.30
C -0.7391 -0.1554 -0.2449 -0.08
N -1.2484 1.1281 0.0236 -0.85
H 0.1210 -1.9737 0.4792 0.21
H -0.0430 -0.6401 1.7358 0.21
H -1.1026 -0.5971 -1.1655 0.20
H -0.8076 1.5769 0.8153 0.38
H -2.2552 1.2041 0.0352 0.38
C 1.4524 0.0894 -0.5838 0.23
O 1.9761 0.1741 0.5593 -0.64
H 1.5296 -0.8368 -1.1738 0.12
H 1.2903 0.9937 -1.1952 0.14
```

Properties
energy = -248.38794 hartree
SMILES = C=CN.C=O
E_LUMO = 0.5 eV
energy above the lowest of the compared OMol25 structures with the same formula, charge and spin = 3.770 eV
charge = 0
2S+1 = 1
largest force on an atom = 4.36 eV Å⁻¹

Record 6
The following is a DFT calculation (ωB97M-V with the def2-TZVPD basis set) of 2 unconnected molecules or ions with the total composition C3H7NO.

Structure (XYZ):
```
12
Properties=species:S:1:pos:R:3:nbo_charge:R:1
C -0.8660 -1.9191 -2.0614 -0.49
C -0.5957 -0.9915 -1.1202 0.01
N -1.3758 -0.8680 0.0254 -0.86
H -1.8259 -2.3659 -2.2628 0.20
H -0.1049 -1.9939 -2.8318 0.20
H 0.2304 -0.3088 -1.2813 0.19
H -2.2906 -1.2798 -0.1232 0.37
H -1.0324 -0.9993 0.9705 0.39
C 1.1196 1.7822 1.1185 0.29
O 1.8827 2.0867 1.9797 -0.49
H 1.2771 0.8730 0.5053 0.09
H 0.1687 2.3001 0.8606 0.11
```

Properties
energy = -248.42404 hartree
SMILES = C=CN.C=O
E_LUMO = 0.8 eV
energy above the lowest of the compared OMol25 structures with the same formula, charge and spin = 2.788 eV
charge = 0
2S+1 = 1
largest force on an atom = 2.01 eV Å⁻¹

Record 7
The following is a DFT calculation (ωB97M-V with the def2-TZVPD basis set) of a single C3H7NO molecule.

Structure (XYZ):
```
12
Properties=species:S:1:pos:R:3:nbo_charge:R:1
C -1.5758 0.2502 0.0249 -0.60
C -0.2720 -0.4737 0.3535 -0.50
C 0.9231 0.4012 0.0060 0.67
N 1.8815 -0.1775 -0.7730 -0.82
O 1.0205 1.5472 0.4089 -0.62
H -2.4399 -0.2981 0.4103 0.21
H -1.5608 1.2460 0.4751 0.23
H -1.7017 0.3659 -1.0569 0.20
H -0.2199 -1.4463 -0.1498 0.20
H -0.2186 -0.6659 1.4314 0.23
H 1.7560 -1.0797 -1.1999 0.39
H 2.6528 0.3988 -1.0736 0.40
```

Properties
energy = -248.52628 hartree
SMILES = CCC(N)=O
E_LUMO = 0.9 eV
energy above the lowest of the compared OMol25 structures with the same formula, charge and spin = 0.006 eV
charge = 0
2S+1 = 1
largest force on an atom = 0.38 eV Å⁻¹

Record 8
The following is a DFT calculation (ωB97M-V with the def2-TZVPD basis set) of a molecular structure, C3H7NO.

Structure (XYZ):
```
12
Properties=species:S:1:pos:R:3:nbo_charge:R:1
C -0.2551 -0.5271 0.0202 0.10
C -1.1161 -1.3177 -0.8678 -0.70
C 1.0772 1.2274 0.8613 -0.45
N 0.3325 0.6244 -0.1838 0.04
O 0.2076 1.2381 -1.3090 -0.57
H -0.1348 -0.7965 1.4031 0.16
H -0.3749 -1.8536 -1.4678 0.24
H -1.8183 -0.7431 -1.5055 0.25
H -1.6665 -2.1105 -0.2754 0.23
H 2.2350 0.8214 0.7615 0.23
H 0.8250 2.2916 0.7172 0.24
H 0.6885 1.1456 1.8460 0.22
```

Properties
energy = -248.34832 hartree
E_LUMO = 0.9 eV
energy above the lowest of the compared OMol25 structures with the same formula, charge and spin = 4.848 eV
charge = 0
2S+1 = 1
largest force on an atom = 6.13 eV Å⁻¹

Record 9
The following is a DFT calculation (ωB97M-V with the def2-TZVPD basis set) of a single C3H7NO molecule.

Structure (XYZ):
```
12
Properties=species:S:1:pos:R:3:nbo_charge:R:1
C 1.4895 -0.8104 0.0104 -0.65
C 0.0010 -0.3262 0.0071 0.20
C -0.3652 1.1471 -0.0471 -0.71
N -0.8752 -1.2354 -0.0654 -0.11
O -2.2029 -0.7790 -0.0055 -0.56
H 2.0977 -0.2449 -0.7220 0.22
H 1.9343 -0.6449 1.0837 0.23
H 1.5038 -1.8906 -0.3646 0.25
H -0.9392 1.3633 0.9015 0.22
H -0.9575 1.4160 -0.8625 0.23
H 0.5036 1.8235 -0.1292 0.24
H -2.1898 0.1814 0.1936 0.45
```

Properties
energy = -248.42356 hartree
SMILES = CC(C)=NO
E_LUMO = 0.8 eV
energy above the lowest of the compared OMol25 structures with the same formula, charge and spin = 2.801 eV
charge = 0
2S+1 = 1
largest force on an atom = 2.84 eV Å⁻¹

Record 10
The following is a DFT calculation (ωB97M-V with the def2-TZVPD basis set) of 2 unconnected molecules or ions with the total composition C3H7NO.

Structure (XYZ):
```
12
Properties=species:S:1:pos:R:3:nbo_charge:R:1
C -2.1870 -0.3530 -0.3646 -0.40
N -0.7772 -0.0929 -0.2330 -0.58
C 0.0976 -0.3205 -1.0384 0.88
O 1.0012 -0.5145 -1.7574 -0.51
H -2.3443 -1.2709 -0.9343 0.20
H -2.6608 0.4879 -0.8764 0.20
H -2.6292 -0.4623 0.6259 0.21
C 1.9043 0.5035 0.9110 -0.88
H 0.8202 0.4118 0.9626 0.23
H 2.1790 1.3105 0.2248 0.21
H 2.3588 -0.4279 0.5606 0.21
H 2.2375 0.7282 1.9192 0.21
```

Properties
energy = -248.48243 hartree
SMILES = CN=C=O.C
E_LUMO = 0.7 eV
energy above the lowest of the compared OMol25 structures with the same formula, charge and spin = 1.199 eV
charge = 0
2S+1 = 1
largest force on an atom = 0.79 eV Å⁻¹

Record 11
The following is a DFT calculation (ωB97M-V with the def2-TZVPD basis set) of a single C3H7NO molecule.

Structure (XYZ):
```
12
Properties=species:S:1:pos:R:3:nbo_charge:R:1
C -1.4900 0.2529 1.1552 -0.44
N -0.4730 0.4870 0.0688 -0.62
C 0.4527 -0.4597 -0.1518 0.68
C 1.4679 -0.1338 -1.1989 -0.68
O 0.5514 -1.4659 0.5051 -0.61
H -2.2022 0.8884 0.9210 0.21
H -1.1762 -0.1374 2.1331 0.22
H -1.9908 -0.5108 0.8751 0.20
H -0.1869 1.4481 -0.0139 0.39
H 2.1426 0.4507 -0.8001 0.22
H 1.8157 -0.9983 -1.5146 0.23
H 1.0887 0.1787 -1.9790 0.21
```

Properties
energy = -248.42064 hartree
SMILES = CNC(C)=O
E_LUMO = 0.9 eV
energy above the lowest of the compared OMol25 structures with the same formula, charge and spin = 2.880 eV
charge = 0
2S+1 = 1
largest force on an atom = 9.43 eV Å⁻¹

Record 12
The following is a DFT calculation (ωB97M-V with the def2-TZVPD basis set) of 2 unconnected molecules or ions with the total composition C3H7NO.

Structure (XYZ):
```
12
Properties=species:S:1:pos:R:3:nbo_charge:R:1
C 1.7988 -1.0550 -0.9053 -0.72
C 0.8650 -1.0916 0.2780 0.44
O 1.1356 -0.7194 1.4347 -0.55
H 2.8529 -1.3678 -0.6357 0.24
H 1.2452 -1.6549 -1.6185 0.22
H 1.6704 -0.0444 -1.2093 0.25
H -0.1689 -1.4270 -0.0184 0.11
C -1.5933 1.4391 0.8602 -0.04
N -1.9359 1.3014 -0.3627 -0.61
H -0.7818 0.9371 1.1370 0.17
H -2.1785 2.1396 1.4466 0.15
H -2.9096 1.5429 -0.4064 0.33
```

Properties
energy = -248.42272 hartree
SMILES = CC=O.C=N
E_LUMO = 1.1 eV
energy above the lowest of the compared OMol25 structures with the same formula, charge and spin = 2.824 eV
charge = 0
2S+1 = 1
largest force on an atom = 4.76 eV Å⁻¹

Record 13
The following is a DFT calculation (ωB97M-V with the def2-TZVPD basis set) of a single C3H7NO2 molecule.

Structure (XYZ):
```
13
Properties=species:S:1:pos:R:3:nbo_charge:R:1
C -2.2696 -0.2172 -0.0944 -0.42
N -1.0712 0.5941 -0.1544 -0.63
C 0.1239 -0.0520 -0.1949 0.87
O 0.2485 -1.2549 -0.3195 -0.66
O 1.1708 0.7947 -0.0992 -0.52
C 2.4168 0.1008 -0.1817 -0.26
H -3.1001 0.2902 -0.5905 0.20
H -2.5470 -0.4687 0.9376 0.19
H -2.0515 -1.1497 -0.6195 0.24
H -1.0897 1.5747 0.0827 0.40
H 2.4847 -0.6447 0.6139 0.19
H 3.1981 0.8530 -0.0772 0.19
H 2.4945 -0.4133 -1.1426 0.19
```

Properties
energy = -323.76138 hartree
SMILES = CNC(=O)OC
E_LUMO = 0.9 eV
energy above the lowest of the compared OMol25 structures with the same formula, charge and spin = 0.533 eV
charge = 0
2S+1 = 1
largest force on an atom = 0.33 eV Å⁻¹

Record 14
The following is a DFT calculation (ωB97M-V with the def2-TZVPD basis set) of a single C3H7NO2 molecule.

Structure (XYZ):
```
13
Properties=species:S:1:pos:R:3:nbo_charge:R:1
N 1.0043 1.0996 -1.6222 -0.82
C 0.1762 0.8939 -0.5624 0.67
O 0.3213 1.5780 0.4450 -0.67
C -0.7762 -0.2629 -0.5111 -0.55
C -0.5601 -0.7049 1.1034 -0.02
O 0.7131 -0.6825 1.7010 -0.72
H 0.9812 0.6095 -2.4996 0.40
H 1.8456 1.5979 -1.3762 0.40
H -0.6993 -0.8805 -1.4428 0.21
H -1.8297 0.0380 -0.5066 0.24
H -1.2031 -0.0006 1.6577 0.18
H -0.9181 -1.7204 1.2235 0.18
H 0.9422 0.2488 1.8604 0.49
```

Properties
energy = -323.73161 hartree
SMILES = NC(=O)CCO
E_LUMO = 0.9 eV
energy above the lowest of the compared OMol25 structures with the same formula, charge and spin = 1.343 eV
charge = 0
2S+1 = 1
largest force on an atom = 1.46 eV Å⁻¹

Record 15
The following is a DFT calculation (ωB97M-V with the def2-TZVPD basis set) of a single C3H7NO2 molecule.

Structure (XYZ):
```
13
Properties=species:S:1:pos:R:3:nbo_charge:R:1
C 0.0397 1.0735 -1.8169 -0.41
N 0.4588 1.1931 -0.4378 -0.63
C 0.3126 0.3198 0.5896 0.88
O 0.7389 0.5566 1.7049 -0.66
O -0.3403 -0.8154 0.2636 -0.52
C -0.4569 -1.6963 1.3830 -0.25
H 0.8985 1.0497 -2.4978 0.19
H -0.6051 1.9124 -2.1038 0.20
H -0.5235 0.1495 -1.9438 0.23
H 0.9440 2.0124 -0.1114 0.40
H 0.5335 -1.9582 1.7637 0.20
H -0.9779 -2.5821 1.0222 0.19
H -1.0224 -1.2149 2.1847 0.19
```

Properties
energy = -323.75884 hartree
SMILES = CNC(=O)OC
E_LUMO = 0.9 eV
energy above the lowest of the compared OMol25 structures with the same formula, charge and spin = 0.602 eV
charge = 0
2S+1 = 1
largest force on an atom = 0.33 eV Å⁻¹

Record 16
The following is a DFT calculation (ωB97M-V with the def2-TZVPD basis set) of a molecular structure, C3H7NO2.

Structure (XYZ):
```
13
Properties=species:S:1:pos:R:3:nbo_charge:R:1
O 0.2450 -1.7781 0.0461 -0.81
C 1.1023 -0.8921 0.5964 -0.06
C 1.0719 0.5088 0.0548 -0.10
O -0.2701 1.4631 0.1836 -0.51
C -1.4094 1.0027 -0.2381 0.50
N -1.6196 -0.2244 -0.5660 -0.75
H -0.7430 -1.0882 -0.3301 0.45
H 1.2283 -0.9387 1.7000 0.15
H 2.1815 -0.9084 0.2124 0.16
H 1.8130 1.1340 0.5595 0.21
H 1.1867 0.4743 -1.0323 0.20
H -2.2347 1.7238 -0.3209 0.17
H -2.5519 -0.4767 -0.8653 0.39
```

Properties
energy = -323.67350 hartree
E_LUMO = 0.7 eV
energy above the lowest of the compared OMol25 structures with the same formula, charge and spin = 2.924 eV
charge = 0
2S+1 = 1
largest force on an atom = 1.82 eV Å⁻¹

Record 17
The following is a DFT calculation (ωB97M-V with the def2-TZVPD basis set) of a single C3H7NO2 molecule.

Structure (XYZ):
```
13
Properties=species:S:1:pos:R:3:nbo_charge:R:1
C 1.7253 -0.6193 0.6323 -0.62
C 0.7622 -0.2828 -0.4610 -0.22
N -0.6098 -0.2438 0.0214 -0.65
C -1.4818 0.8183 -0.1262 0.87
O -1.3837 1.9855 -0.4836 -0.64
O -2.7173 0.2400 -0.2229 -0.69
H 2.7039 -1.1015 0.3206 0.22
H 1.9590 0.4679 0.9768 0.22
H 1.3102 -1.2551 1.3337 0.20
H 1.0585 0.7904 -0.8281 0.22
H 0.8371 -0.8686 -1.4274 0.19
H -0.9476 -1.0166 0.6126 0.41
H -3.2159 1.0855 -0.3482 0.49
```

Properties
energy = -323.73419 hartree
SMILES = CCNC(=O)O
E_LUMO = 0.8 eV
energy above the lowest of the compared OMol25 structures with the same formula, charge and spin = 1.273 eV
charge = 0
2S+1 = 1
largest force on an atom = 4.04 eV Å⁻¹

Record 18
The following is a DFT calculation (ωB97M-V with the def2-TZVPD basis set) of a single C3H7NO2 molecule.

Structure (XYZ):
```
13
Properties=species:S:1:pos:R:3:nbo_charge:R:1
C -0.9309 1.6195 0.9397 -0.42
N -0.6065 0.3624 0.2980 -0.61
C 0.6754 -0.0658 0.2715 0.64
O 1.5827 0.4313 0.9215 -0.63
C 0.9802 -1.2174 -0.6754 -0.16
O -0.0618 -1.4412 -1.6116 -0.73
H -1.3265 1.4774 1.9523 0.20
H -0.0064 2.2010 1.0093 0.23
H -1.6628 2.1635 0.3350 0.20
H -1.2500 -0.0785 -0.3433 0.41
H 1.2005 -2.1152 -0.0817 0.19
H 1.9032 -0.9068 -1.1768 0.20
H -0.2499 -2.3864 -1.6434 0.48
```

Properties
energy = -323.75086 hartree
SMILES = CNC(=O)CO
E_LUMO = 0.6 eV
energy above the lowest of the compared OMol25 structures with the same formula, charge and spin = 0.819 eV
charge = 0
2S+1 = 1
largest force on an atom = 0.37 eV Å⁻¹

Record 19
The following is a DFT calculation (ωB97M-V with the def2-TZVPD basis set) of 2 unconnected molecules or ions with the total composition C3H7NO2.

Structure (XYZ):
```
13
Properties=species:S:1:pos:R:3:nbo_charge:R:1
C -1.0663 0.2047 -1.0946 -0.37
C -0.0184 -0.1046 1.1234 -0.08
O 0.1504 -1.4813 0.9321 -0.72
C 0.7456 0.7563 0.3275 0.55
O 1.0488 1.9319 0.4823 -0.61
N 1.0215 0.1385 -0.9874 -0.80
H -1.6028 1.0286 -0.6346 0.20
H -1.3898 -0.7927 -0.8203 0.19
H -0.9035 0.3397 -2.1582 0.18
H -0.3221 0.2267 2.1137 0.18
H -0.6785 -1.9210 1.1578 0.48
H 1.3815 -0.8105 -0.9356 0.40
H 1.5947 0.7547 -1.5558 0.40
```

Properties
energy = -323.57722 hartree
E_LUMO (alpha / beta) = -0.5 / 0.2 eV
energy above the lowest of the compared OMol25 structures with the same formula, charge and spin = 5.544 eV
charge = 0
2S+1 = 1
largest force on an atom = 0.97 eV Å⁻¹